Record 1
The following is a quantum chemistry calculation of C3H5NS in the gas phase, from the OMol25 dataset.

Geometry (Å):
C -0.4130 -0.2749 -0.9698
C -0.3362 -0.7988 0.4628
C 0.4471 0.4785 0.7421
H 0.2555 -1.7186 0.5473
H -1.3530 -0.9698 0.9255
H -0.2563 1.2080 1.0785
H 1.3340 0.5332 1.3277
H 1.1387 1.4009 -1.1549
N 0.5664 0.6951 -0.7160
S -1.3833 -0.5536 -2.2430

Forces on the atoms, in the same order (eV/Å):
0.9143 0.9881 -0.6930
-1.1023 -0.6121 -0.1054
-0.5138 0.7040 -0.6188
-0.1079 0.2584 -0.1585
1.2668 0.3773 -0.3272
-0.3294 0.6858 0.8030
0.7936 -0.3954 0.3615
-0.6610 -0.1834 -0.6505
-0.5526 -1.7356 1.2695
0.2924 -0.0871 0.1193

Properties
relative energy (zero: lowest compared OMol25 entry of this formula, charge and spin): 16.6 kcal/mol
SMILES: S=C1CCN1
LUMO: 0.028 hartree
HOMO level: -0.3093 Ha

Here are the Mulliken charges for atoms 1 to 2, given in e: C 0.057; C -0.372

=====

Record 2
The following is a quantum chemistry calculation of C3H5NS in the gas phase, from the OMol25 dataset.

Geometry (Å):
C -1.0718 1.0326 0.1167
C 0.7645 -0.3656 -0.7777
C 0.5971 -0.7903 0.6087
H -1.4822 1.1436 1.2000
H 1.9306 -0.3736 -1.1043
H 0.1097 -0.5929 -1.4398
H 1.2081 -1.0781 1.4415
H -0.4913 -1.1267 0.9308
N 0.1886 0.6343 0.3472
S -1.7534 1.5167 -1.3232

Forces on the atoms, in the same order (eV/Å):
-1.2228 1.1695 1.3479
7.0366 2.2481 5.1761
-6.2093 0.0607 2.0990
-0.4260 0.0501 -2.0151
-3.1086 0.8023 0.6637
-4.1342 -1.5139 -4.2777
1.2093 0.4789 -0.3134
2.2886 -0.9429 -1.0689
4.0936 -1.7241 -3.2898
0.4728 -0.6289 1.6781

Properties
relative energy (zero: lowest compared OMol25 entry of this formula, charge and spin): 75.4 kcal/mol
SMILES: S=CN1CC1
LUMO: 0.004 hartree
HOMO level: -0.3204 Ha

Here are the Mulliken charges for atoms 1 to 2, given in e: C -0.121; C -0.459

=====

Record 3
The following is a quantum chemistry calculation of C3H5NS in the gas phase, from the OMol25 dataset.

Geometry (Å):
C 0.0876 -0.4954 0.3111
C -1.5115 -0.4145 -0.1009
C 1.1723 0.1831 -0.0703
N -2.1466 0.6319 0.2212
S 3.0086 -0.0570 0.4177
H 0.0972 -1.3218 0.9597
H -1.9469 -1.2090 -0.7784
H 1.2559 1.1761 -0.6568
H 3.1762 0.8960 -0.4225
H -3.1928 0.6105 0.1191

Forces on the atoms, in the same order (eV/Å):
-2.2313 0.4872 -1.7049
1.9476 1.4981 -0.8565
1.0360 1.5301 0.0021
-0.8052 -0.4538 0.8349
-2.7279 -1.0782 0.5197
0.8627 -1.1167 0.8187
0.6666 0.2783 1.1604
-1.1411 -2.0591 0.7170
1.0476 1.1710 -0.9274
1.3450 -0.2570 -0.5641

Properties
relative energy (zero: lowest compared OMol25 entry of this formula, charge and spin): 51.0 kcal/mol
SMILES: [H]/N=C/C=C/S
LUMO: 0.033 hartree
HOMO level: -0.3296 Ha

Here are the Mulliken charges for atoms 1 to 2, given in e: C -0.338; C -0.072

=====

no.,molar mass (g/mol)
1,87.15
2,87.15
3,87.15